{
  "formula": "C6H13NP",
  "method": "ωB97M-V/def2-TZVPD",
  "species": ["C", "N", "C", "P", "C", "C", "C", "C", "H", "H", "H", "H", "H", "H", "H", "H", "H", "H", "H", "H", "H"],
  "coordinates": [[-1.532, 2.160, 0.009], [-0.051, 2.044, 0.238], [0.560, 0.882, -0.480], [2.235, 0.487, -0.035], [1.316, -0.927, 0.407], [1.744, -2.254, 0.689], [-0.048, -0.443, 0.165], [-1.026, -1.269, -0.723], [-1.699, 2.345, -1.124], [-1.901, 1.280, 0.328], [-1.999, 2.955, 0.681], [0.119, 1.750, 1.211], [0.472, 2.802, -0.122], [0.252, 1.086, -1.705], [1.089, -2.926, 1.240], [2.632, -2.340, 1.190], [1.945, -2.805, -0.190], [-0.422, -0.261, 1.091], [-0.658, -1.125, -1.800], [-2.066, -1.072, -0.641], [-0.963, -2.369, -0.430]],
  "atomic_forces_ev_per_a": [[0.8, 4.1, -1.6], [-1.0, -1.3, 0.2], [-4.0, -0.1, -3.3], [0.9, -1.9, 0.8], [1.9, 1.7, -1.1], [-1.3, -1.8, 0.6], [0.4, 0.1, -4.2], [2.4, -1.4, -0.7], [0.1, -0.3, 2.1], [-1.5, -3.1, 0.6], [0.9, -0.7, -1.2], [0.2, 1.3, -0.1], [0.5, 1.7, 0.5], [1.0, -0.9, 3.5], [-0.7, 0.4, 0.1], [2.5, 0.3, 1.4], [0.0, -0.5, -1.5], [-1.7, 0.8, 2.9], [-0.8, -0.6, 1.4], [-0.8, 0.8, 0.1], [0.2, 1.3, -0.6]],
  "multiplicity": 1,
  "orbital_gap_ev": 9.04,
  "e_homo_ev": -12.9,
  "total_charge": 1,
  "total_energy_ha": -632.16687,
  "smiles": "C[NH2+][C@H]1P=C(C)[C@@H]1C"
}


{
  "formula": "C50H51BrMoN6O4Te",
  "method": "ωB97M-V/def2-TZVPD",
  "species": ["Mo", "O", "C", "C", "C", "C", "C", "C", "C", "O", "N", "N", "C", "C", "Br", "C", "C", "C", "C", "C", "C", "C", "H", "H", "H", "H", "H", "H", "H", "H", "H", "H", "H", "H", "H", "H", "C", "C", "N", "N", "C", "O", "C", "C", "C", "C", "C", "C", "C", "C", "C", "C", "C", "N", "H", "H", "H", "H", "H", "H", "H", "H", "H", "H", "H", "H", "C", "C", "O", "N", "Te", "C", "C", "C", "C", "C", "C", "C", "C", "C", "C", "C", "C", "C", "C", "C", "C", "C", "C", "H", "H", "H", "H", "H", "H", "H", "H", "H", "H", "H", "H", "H", "H", "H", "H", "H", "H", "H", "H", "H", "H", "H", "H", "H"],
  "coordinates": [[1.655, 1.502, -0.245], [2.352, 0.620, 3.854], [2.280, 1.818, 4.489], [2.774, 1.900, 5.788], [2.716, 3.094, 6.483], [2.175, 4.233, 5.893], [1.696, 4.149, 4.597], [1.733, 2.953, 3.888], [1.138, 2.886, 2.509], [1.740, 1.950, 1.690], [-0.261, 2.470, 2.625], [-0.905, 2.366, 1.430], [-2.174, 2.259, 1.441], [-2.961, 2.030, 0.234], [-1.979, 1.697, -1.356], [-4.292, 1.976, 0.182], [-5.216, 2.253, 1.297], [-6.328, 1.427, 1.471], [-7.219, 1.650, 2.507], [-7.024, 2.716, 3.376], [-5.940, 3.563, 3.194], [-5.043, 3.336, 2.160], [2.126, 0.766, 2.923], [3.200, 1.007, 6.230], [3.102, 3.139, 7.494], [2.137, 5.170, 6.433], [1.285, 5.030, 4.113], [1.205, 3.879, 2.044], [-0.778, 2.895, 3.387], [-2.732, 2.273, 2.377], [-4.750, 1.683, -0.757], [-6.489, 0.599, 0.788], [-8.073, 0.995, 2.635], [-7.725, 2.895, 4.182], [-5.799, 4.412, 3.851], [-4.222, 4.025, 1.999], [5.699, 2.941, -0.708], [4.219, 2.798, -0.659], [3.638, 1.641, -0.496], [4.402, 0.502, -0.346], [3.643, -0.477, 0.077], [2.363, -0.340, 0.286], [4.237, -1.808, 0.322], [3.403, -2.878, 0.641], [3.939, -4.138, 0.851], [5.309, -4.332, 0.755], [6.145, -3.264, 0.450], [5.614, -2.005, 0.233], [3.289, 3.929, -0.729], [3.679, 5.255, -0.866], [2.709, 6.241, -0.931], [1.368, 5.895, -0.857], [1.039, 4.563, -0.702], [1.973, 3.611, -0.638], [6.132, 2.097, -1.240], [6.109, 2.927, 0.306], [6.002, 3.864, -1.194], [2.341, -2.708, 0.741], [3.288, -4.968, 1.098], [5.729, -5.316, 0.924], [7.215, -3.416, 0.386], [6.255, -1.168, -0.006], [4.726, 5.514, -0.920], [3.002, 7.278, -1.039], [0.586, 6.640, -0.912], [0.012, 4.227, -0.619], [0.132, 2.185, -3.907], [0.305, 0.963, -3.037], [-0.186, -0.127, -3.419], [0.940, 1.111, -1.885], [0.201, -2.023, -1.572], [0.106, -3.943, -2.418], [-0.524, -4.986, -1.734], [-1.169, -4.818, -0.383], [-0.550, -6.238, -2.344], [0.027, -6.464, -3.586], [-0.030, -7.820, -4.232], [0.666, -5.405, -4.226], [0.723, -4.138, -3.664], [1.430, -3.026, -4.392], [-1.796, -1.689, -1.053], [-2.839, -1.889, -1.967], [-2.620, -2.373, -3.375], [-4.134, -1.621, -1.533], [-4.405, -1.168, -0.248], [-5.813, -0.876, 0.193], [-3.343, -0.971, 0.627], [-2.031, -1.217, 0.248], [-0.932, -0.972, 1.251], [0.414, 1.935, -4.929], [0.726, 3.023, -3.548], [-0.924, 2.467, -3.916], [-0.593, -4.157, 0.269], [-1.253, -5.782, 0.117], [-2.172, -4.393, -0.468], [-1.029, -7.060, -1.824], [-0.435, -8.568, -3.552], [0.963, -8.145, -4.546], [-0.662, -7.795, -5.122], [1.139, -5.573, -5.188], [1.882, -3.397, -5.312], [2.233, -2.596, -3.786], [0.749, -2.213, -4.650], [-1.828, -1.808, -3.866], [-3.532, -2.254, -3.959], [-2.347, -3.431, -3.393], [-4.956, -1.762, -2.228], [-6.532, -1.108, -0.592], [-5.924, 0.179, 0.456], [-6.074, -1.460, 1.077], [-3.537, -0.600, 1.630], [-1.266, -0.277, 2.020], [-0.036, -0.543, 0.805], [-0.627, -1.897, 1.748]],
  "atomic_forces_ev_per_a": [[-0.5, 0.0, -0.5], [0.1, 0.0, 0.5], [0.0, -0.2, -0.1], [0.0, -0.1, 0.0], [0.0, 0.0, 0.0], [0.0, 0.0, 0.0], [0.0, 0.1, 0.0], [0.0, 0.0, 0.0], [-0.4, -0.2, -0.2], [0.6, 0.2, -0.1], [-0.2, 0.0, -0.1], [0.3, 0.1, 0.1], [-0.1, -0.1, -0.1], [0.0, 0.3, -0.1], [-0.6, 0.4, 0.5], [-0.1, 0.2, -0.1], [0.0, -0.1, 0.0], [-1.1, 2.4, 1.5], [0.1, 0.2, 0.1], [0.0, -0.1, 0.1], [0.0, 0.0, 0.0], [0.0, 0.0, 0.1], [-0.1, 0.1, -0.3], [0.0, 0.1, 0.0], [0.0, 0.0, 0.0], [0.0, 0.0, 0.0], [0.0, 0.0, 0.0], [0.0, 0.1, -0.1], [-0.1, 0.0, 0.0], [0.0, 0.0, 0.0], [0.1, 0.1, 0.0], [-4.9, 4.8, 3.4], [0.0, 0.0, 0.0], [0.0, 0.0, 0.0], [0.0, 0.0, 0.0], [0.0, 0.0, 0.0], [0.0, -0.1, 0.0], [0.0, 0.2, -0.1], [0.0, -0.2, 0.1], [0.0, 0.1, 0.1], [0.0, 0.0, -0.1], [0.0, 0.1, 0.1], [0.0, 0.0, 0.0], [0.1, 0.0, 0.0], [0.0, 0.0, 0.0], [0.0, 0.0, 0.0], [0.0, 0.0, 0.0], [0.0, 0.0, 0.0], [0.1, -0.1, 0.0], [0.0, 0.1, 0.0], [0.1, 0.0, 0.0], [-0.1, 0.0, 0.0], [0.1, 0.0, 0.0], [0.0, -0.1, 0.2], [0.0, 0.0, 0.0], [0.0, 0.0, 0.0], [0.0, 0.0, 0.0], [-0.1, 0.0, 0.0], [0.0, 0.0, 0.0], [0.0, 0.0, 0.0], [0.0, 0.0, 0.0], [0.0, 0.0, 0.0], [0.0, 0.0, 0.0], [0.0, 0.0, 0.0], [0.0, 0.0, 0.0], [0.0, 0.0, 0.0], [0.0, 0.0, -0.1], [0.3, -0.1, -0.1], [0.1, 0.1, 0.0], [0.4, 0.0, 0.1], [0.2, 0.0, 0.0], [-0.1, 0.0, -0.1], [0.0, 0.0, 0.0], [0.0, 0.0, 0.0], [0.0, 0.0, 0.0], [0.0, 0.0, 0.0], [0.0, 0.0, 0.0], [0.0, 0.0, 0.0], [0.0, 0.0, 0.1], [0.0, 0.0, 0.0], [-0.1, -0.1, 0.0], [0.1, 0.0, 0.1], [0.0, 0.0, 0.0], [0.1, 0.1, 0.0], [-0.2, -0.4, 0.0], [1.2, -2.2, -1.4], [0.1, -0.2, 0.1], [-0.1, -0.1, 0.0], [-0.1, -0.1, 0.1], [0.0, 0.0, 0.0], [0.0, 0.0, 0.0], [0.1, 0.0, 0.0], [0.0, 0.0, 0.0], [0.0, 0.0, 0.0], [0.0, 0.0, 0.0], [0.0, 0.0, 0.0], [0.0, 0.0, 0.0], [0.0, 0.0, 0.0], [0.0, 0.0, 0.0], [0.0, 0.0, 0.0], [0.0, 0.0, 0.0], [0.0, 0.0, 0.0], [0.0, 0.0, 0.0], [0.0, 0.0, 0.0], [0.0, 0.0, 0.0], [0.0, 0.0, 0.0], [0.0, 0.0, 0.0], [0.0, -0.1, -0.1], [5.0, -5.0, -3.5], [0.0, 0.1, 0.1], [0.0, -0.1, 0.0], [0.0, -0.1, 0.0], [0.1, 0.0, 0.0], [0.0, 0.0, 0.0]],
  "multiplicity": 4,
  "orbital_gap_ev": [6.03, 6.09],
  "e_homo_ev": [-9.2, -10.1],
  "total_charge": 1,
  "total_energy_ha": -5475.31754
}


{
  "formula": "C4H10O2",
  "method": "ωB97M-V/def2-TZVPD",
  "species": ["C", "O", "C", "C", "C", "O", "H", "H", "H", "H", "H", "H", "H", "H", "H", "H"],
  "coordinates": [[2.566, -0.320, -0.505], [1.396, -0.336, 0.317], [0.297, 0.125, -0.197], [-0.905, 0.259, 0.673], [-2.121, 0.735, -0.136], [-1.105, -0.748, 1.489], [2.469, -1.089, -1.276], [2.701, 0.666, -0.963], [3.405, -0.550, 0.150], [-0.559, -1.669, -0.583], [0.395, 0.696, -1.130], [-0.452, 1.174, 1.181], [-2.925, 0.975, 0.563], [-2.467, -0.085, -0.775], [-1.914, 1.616, -0.758], [-0.841, -1.685, 0.188]],
  "atomic_forces_ev_per_a": [[0.2, 0.0, -0.1], [-0.3, 0.0, -0.1], [0.1, 0.0, 0.2], [0.1, 0.1, -0.3], [-0.1, 0.0, 0.0], [0.0, -0.1, 0.1], [0.0, 0.1, 0.1], [0.0, -0.1, 0.1], [-0.1, 0.0, -0.1], [0.0, 0.0, 0.0], [0.0, -0.1, 0.1], [-0.1, 0.1, 0.0], [0.1, 0.0, -0.1], [0.1, 0.1, 0.1], [0.0, -0.1, 0.1], [0.0, 0.0, 0.0]],
  "multiplicity": 1,
  "orbital_gap_ev": [8.36, 8.36],
  "e_homo_ev": [-8.4, -8.4],
  "total_energy_ha": -308.71094
}


{
  "formula": "C3H11N2",
  "method": "ωB97M-V/def2-TZVPD",
  "species": ["C", "C", "C", "N", "N", "H", "H", "H", "H", "H", "H", "H", "H", "H", "H", "H"],
  "coordinates": [[0.347, -0.146, -1.678], [-1.997, 0.796, 1.017], [0.474, 0.008, -0.204], [1.468, 0.836, 0.286], [0.491, -1.314, 0.527], [1.290, -0.474, -2.130], [-0.431, -0.864, -1.933], [0.081, 0.809, -2.130], [-2.493, -0.153, 0.985], [-2.254, 1.521, 0.273], [-1.589, 1.141, 1.945], [1.415, 1.115, 1.256], [1.723, 1.602, -0.318], [0.499, -1.153, 1.541], [1.324, -1.877, 0.281], [-0.351, -1.849, 0.282]],
  "atomic_forces_ev_per_a": [[-0.1, 0.0, 0.0], [0.7, -0.3, -0.4], [-0.3, 0.4, 0.6], [-0.2, -0.4, -0.1], [0.1, 0.1, -0.1], [0.0, 0.0, 0.0], [0.0, 0.0, 0.0], [0.0, 0.0, 0.0], [-0.2, -0.3, 0.0], [0.0, 0.2, -0.2], [0.1, 0.1, 0.3], [0.0, 0.1, 0.0], [0.0, 0.0, 0.0], [-0.1, -0.2, -0.3], [-0.1, 0.1, 0.1], [0.2, 0.1, 0.2]],
  "multiplicity": 1,
  "orbital_gap_ev": [8.62, 8.55],
  "e_homo_ev": [-12.6, -12.3],
  "total_charge": 1,
  "total_energy_ha": -230.04657
}


Relative energy (zero: lowest compared OMol25 entry of this formula, charge and spin) for the records above, in order: 133.2, 336.5, 491.5, 356.6 kJ/mol